Below is 2 unconnected molecules or ions with the total composition C13H19BO6S, with properties calculated with ωB97M-V/def2-TZVPD.

As for the HOMO energy: -9.2 eV. The LUMO energy is -0.92 eV. Its SMILES is O=C1C=C(CCO)C(=O)C(CB(O)O)=C1S.C1CCOC1.

```
! wB97M-V def2-TZVPD RIJCOSX def2/J DEFGRID3
* xyz 0 1
O 1.589 0.178 -3.074
H -3.209 0.835 2.502
C -5.039 -1.930 2.584
H -6.057 -2.211 2.849
H -5.294 0.044 3.436
S 0.463 1.022 1.823
H 6.983 0.406 -0.961
C 1.999 0.319 -1.944
B -1.425 0.910 -1.185
O 2.544 -1.194 1.590
H 0.820 2.308 1.716
C 3.652 -0.398 -0.330
C -3.390 -0.238 2.452
H -4.391 -2.793 2.750
C 1.402 0.518 0.403
H 5.412 1.643 -1.707
C -0.052 1.705 -1.300
H -5.820 -0.898 0.840
C -4.517 -0.718 3.356
H -4.169 -0.958 4.360
H -2.452 -0.756 2.675
O -1.637 -0.222 -1.965
H 3.958 0.352 -3.604
C 2.541 -0.422 0.657
H 4.622 -0.746 0.004
C 4.432 -0.014 -2.694
C -4.923 -1.447 1.144
H -3.147 0.788 -0.305
H -1.679 -1.043 -1.472
H 6.076 1.237 -3.291
H -0.101 2.620 -0.708
O -3.798 -0.564 1.117
C 3.414 -0.038 -1.590
O -2.373 1.368 -0.335
C 5.673 0.813 -2.368
H 0.108 1.964 -2.348
O 6.665 -0.013 -1.761
H -4.752 -2.253 0.429
C 1.102 0.860 -0.857
H 4.770 -1.035 -2.889
*
```

Below is a gas-phase ion, C13H19BrClF5N5O4S (charge +1), with properties calculated with ωB97M-V/def2-TZVPD.

As for the HOMO energy: -12.9 eV. The LUMO energy is -3.63 eV. Its SMILES is CCC(=O)OCCN(Br)c1nc(CN)n(C[C@H](C)Cl)[n+]1S(=O)(=O)C(F)(F)C(F)(F)F.

```
! wB97M-V def2-TZVPD RIJCOSX def2/J DEFGRID3
* xyz 1 1
C -0.245 3.178 -2.344
Cl 4.813 2.221 0.511
F -2.149 2.233 -3.378
C 1.743 -0.402 -0.630
F 0.596 2.326 -2.960
C -0.387 -0.452 -0.825
H 2.775 4.231 1.035
H 2.793 -2.184 -2.120
N -1.582 -0.995 -0.988
N 0.702 -1.215 -0.737
H -0.909 -2.851 -1.743
O -2.590 -3.885 0.714
H 3.326 3.423 2.472
O -4.208 -2.430 1.163
C -1.443 -3.121 0.362
C -3.288 -3.557 3.026
H -2.604 -2.773 -1.366
C 2.371 1.974 -0.549
O -0.031 3.198 0.307
H 3.137 1.764 -1.286
H -2.753 -4.499 3.113
C -1.478 3.366 -3.280
O -2.137 2.485 -0.603
F -2.241 4.348 -2.873
Br -3.205 -0.165 -1.216
N -0.025 0.913 -0.720
C 2.646 3.329 1.628
H -1.259 -2.345 1.107
H 1.959 2.939 -0.808
F 0.341 4.340 -2.130
C 3.042 2.102 0.842
H -0.563 -3.758 0.367
H -2.945 -1.463 3.505
H 4.198 -2.400 -1.391
H -1.495 -2.481 3.659
C -3.426 -3.218 1.575
H 3.857 -0.214 -0.949
H 2.924 1.185 1.411
N 3.216 -2.235 -1.198
H -4.280 -3.694 3.446
C -1.623 -2.470 -1.018
H 1.646 3.254 2.040
H -2.794 -2.560 4.853
C -2.572 -2.442 3.797
H 3.342 -1.076 0.516
C 3.133 -0.920 -0.545
S -0.726 2.450 -0.683
F -0.992 3.669 -4.477
N 1.389 0.878 -0.629
*
```

Below is a molecular structure, C13H19BrFeOSi, with properties calculated with ωB97M-V/def2-TZVPD.

As for the HOMO energy (spin up / spin down): -4.5 / -4.4 eV. For the energy above the lowest of the compared OMol25 structures with the same formula, charge and spin, the calculation gives 1.020 eV. As for the expectation value of S²: 8.801. The LUMO energy (spin up / spin down) is 3.18 / 1.46 eV.

```
! wB97M-V def2-TZVPD RIJCOSX def2/J DEFGRID3
* xyz -1 6
C 2.049 0.425 3.726
H -1.181 -1.702 2.885
C -2.051 -0.304 0.361
Fe 0.765 -0.260 -1.584
C -0.103 0.548 -4.123
H -1.534 1.322 -2.478
H -0.499 2.419 3.394
C 0.860 1.420 -3.545
H -0.120 -1.666 -4.462
H 0.834 2.512 -3.611
C 0.370 -0.785 -4.044
H -0.273 -1.354 4.374
H 2.503 1.410 3.566
C -1.571 0.572 -1.701
Br 2.320 -1.585 -0.798
H -1.807 1.231 3.090
H 2.370 -1.556 -3.409
H -1.004 0.859 -4.669
C -1.767 -1.400 -0.484
H -1.799 -2.450 -0.221
C -0.787 1.362 3.472
H -2.369 -0.346 1.382
H 2.774 -0.364 3.489
C 1.938 0.626 -3.033
O 0.708 0.472 1.103
H -0.784 1.112 4.539
C 1.633 -0.770 -3.385
C -1.977 0.888 -0.389
C -1.443 -0.877 -1.785
H 0.514 -2.264 3.078
H -2.195 1.889 -0.045
H 1.755 0.335 4.786
C -0.190 -1.447 3.281
H 2.915 0.966 -2.710
Si 0.519 0.225 2.643
H -1.376 -1.462 -2.692
*
```

For the records above, the corresponding electronic energy values read -1381.29724 -5012.88485 -4709.21821 Eh.
For the records above, the corresponding max |F| values read 0.47 2.62 4.15 eV/Å.